No. 1
C5H12N4 | ωB97M-V/def2-TZVPD

Last column: natural (NBO) charge in e.
CARTESIAN COORDINATES (ANGSTROEM)
C (-1.85691, -3.24470, -0.67987)  -0.49
C (-1.31710, -2.22294, -0.13404)  -0.01
N (-0.72916, -1.06137, -0.68527)  -0.29
C (0.15307, -1.11329, -1.87575)  -0.45
N (-0.18777, -0.09532, 0.26537)  -0.13
N (0.23831, 1.00001, -0.26092)  -0.04
N (0.76318, 1.81264, 0.69619)  -0.25
C (0.70142, 3.25394, 0.41198)  -0.42
C (1.18356, 1.16565, 1.93803)  -0.45
H (-2.38217, -4.03873, -0.12269)  0.21
H (-1.83638, -3.51550, -1.78960)  0.20
H (-1.41231, -2.12609, 0.97456)  0.20
H (-0.26908, -1.33724, -2.87893)  0.21
H (1.00302, -1.85594, -1.66737)  0.19
H (0.35030, -0.08748, -2.01027)  0.23
H (0.53810, 3.34700, -0.66739)  0.23
H (-0.31068, 3.52524, 0.79910)  0.19
H (1.54407, 3.79801, 0.94533)  0.22
H (2.09638, 1.60184, 2.30252)  0.20
H (0.41204, 1.10603, 2.75519)  0.20
H (1.31811, 0.08823, 1.68382)  0.24

Values from the calculation:
SMILES: C=CN(C)/N=N/N(C)C
Energy above the lowest of the compared OMol25 structures with the same formula, charge and spin in kcal per mole: 112.4
Highest occupied orbital energy in hartree: -0.277
HOMO-LUMO gap in Ha: 0.3125
Net charge: 0
E_LUMO in Ha: 0.035

---

No. 2
C38H60AlFN19S | ωB97M-V/def2-TZVPD

Last column: Mulliken charge in e.
CARTESIAN COORDINATES (ANGSTROEM)
F (2.61818, 0.28341, 5.41197)  -0.32
Al (2.45301, 1.98594, 5.40863)  -0.05
S (0.23721, 2.54068, 5.03497)  -0.29
H (2.91927, 2.62040, 6.80210)  -0.24
H (3.23792, 2.60704, 4.14857)  -0.13
H (-0.42449, 1.52738, 5.59802)  -0.01
C (-0.80868, 6.39426, 4.12708)  -0.03
C (0.23368, 6.13825, 5.11396)  0.17
N (1.09605, 5.95005, 5.85745)  -0.44
H (-1.66233, 6.88510, 4.59304)  0.33
H (-0.41837, 7.02701, 3.33515)  0.31
H (-1.13634, 5.45207, 3.69896)  -0.30
C (4.04847, -1.78303, 3.23198)  0.13
C (4.56739, -2.00223, 1.89056)  0.32
N (4.96153, -2.17459, 0.82015)  -0.57
H (3.46002, -0.86583, 3.27314)  0.06
H (3.41460, -2.61501, 3.51574)  -0.23
H (4.86772, -1.70420, 3.94008)  0.28
C (-1.95956, 2.24945, 2.35849)  -0.45
C (-2.59748, 3.54851, 2.27736)  0.67
N (-3.10985, 4.58495, 2.24817)  -0.64
H (-2.14142, 1.69343, 1.43797)  0.31
H (-0.89147, 2.37833, 2.51255)  -0.09
H (-2.36285, 1.70408, 3.20892)  0.22
C (-6.19743, 3.45792, 3.63157)  -0.71
C (-5.45872, 2.41236, 4.31748)  0.45
N (-4.87839, 1.57682, 4.85955)  -0.50
H (-6.77281, 3.03406, 2.81198)  0.27
H (-6.87702, 3.94598, 4.32800)  0.31
H (-5.50100, 4.19211, 3.22841)  0.16
C (-2.03188, 6.59230, -0.93610)  -0.43
C (-1.25030, 7.03146, 0.20582)  0.33
N (-0.66386, 7.36917, 1.13548)  -0.44
H (-1.39370, 6.05949, -1.63842)  0.28
H (-2.81880, 5.92561, -0.58806)  -0.12
H (-2.47604, 7.45198, -1.43451)  0.31
C (-3.06108, 3.22263, 7.60213)  -0.31
C (-2.07480, 2.67472, 8.51699)  0.25
N (-1.27647, 2.23567, 9.22147)  -0.43
H (-3.86323, 3.70054, 8.16264)  0.33
H (-2.57820, 3.95399, 6.95519)  0.11
H (-3.47123, 2.42739, 6.98251)  0.07
C (2.43857, 0.74669, 0.66258)  -0.57
C (2.03830, 2.08779, 1.04657)  0.23
N (1.71891, 3.14738, 1.37971)  -0.35
H (1.99137, 0.49125, -0.29259)  0.26
H (3.52397, 0.70212, 0.57683)  0.33
H (2.10506, 0.03227, 1.41067)  0.10
C (-0.93853, -1.51352, -2.51742)  -0.82
C (-0.22565, -1.48266, -1.25186)  0.39
N (0.32707, -1.45322, -0.24087)  -0.39
H (-1.62301, -0.66962, -2.57871)  0.39
H (-0.23857, -1.46676, -3.34743)  0.11
H (-1.50237, -2.44069, -2.58620)  0.31
C (4.95901, 5.25145, 1.43417)  -0.70
C (5.61184, 3.96471, 1.62270)  0.40
N (6.15907, 2.95623, 1.75758)  -0.51
H (4.19500, 5.15501, 0.66540)  0.25
H (4.48623, 5.56920, 2.36145)  0.25
H (5.69855, 5.98866, 1.12431)  0.32
C (-0.37172, -2.09763, -6.58741)  -0.35
C (-0.96099, -0.84145, -6.14664)  0.36
N (-1.42686, 0.14642, -5.77728)  -0.47
H (-0.82241, -2.42033, -7.52095)  0.08
H (0.69741, -1.96680, -6.74155)  0.30
H (-0.52861, -2.86481, -5.82834)  0.13
C (1.48181, -5.01827, -1.73234)  -0.63
C (0.62593, -4.66320, -2.85317)  0.37
N (-0.04685, -4.41372, -3.75581)  -0.46
H (2.33144, -5.59316, -2.09468)  0.31
H (1.84353, -4.11395, -1.24364)  0.21
H (0.92940, -5.61646, -1.00934)  0.16
C (9.37350, 4.63195, 1.73152)  -0.40
C (9.31468, 6.06346, 1.47806)  0.32
N (9.26700, 7.19557, 1.26873)  -0.41
H (9.93513, 4.14318, 0.93810)  0.24
H (9.86262, 4.44548, 2.68518)  0.25
H (8.36662, 4.22019, 1.75905)  -0.01
C (-2.84511, -4.92600, -9.83377)  -0.71
C (-1.56242, -4.36460, -9.44747)  0.45
N (-0.54898, -3.90509, -9.14455)  -0.58
H (-3.14466, -5.70119, -9.13059)  0.28
H (-3.59722, -4.14020, -9.84302)  0.30
H (-2.77700, -5.34652, -10.83248)  0.24
C (-4.98096, -8.67334, -10.09176)  -0.80
C (-4.72848, -7.65635, -11.10185)  0.40
N (-4.52897, -6.85262, -11.90311)  -0.38
H (-4.55486, -9.62221, -10.41057)  0.27
H (-4.52717, -8.37975, -9.14708)  0.27
H (-6.05295, -8.79247, -9.94947)  0.27
C (-5.61710, 4.80921, -1.32453)  -0.70
C (-6.59272, 4.49168, -0.29510)  0.39
N (-7.35034, 4.21929, 0.52733)  -0.42
H (-5.48029, 5.88736, -1.38119)  0.24
H (-4.66717, 4.33829, -1.07805)  0.18
H (-5.96206, 4.43932, -2.28786)  0.33
C (-0.79198, -2.24007, -12.50530)  -0.71
C (-1.97637, -3.06802, -12.67839)  0.39
N (-2.91904, -3.72000, -12.80178)  -0.40
H (-0.41750, -2.34790, -11.48842)  0.21
H (-0.01984, -2.55246, -13.20528)  0.25
H (-1.04246, -1.19742, -12.68958)  0.27
C (2.11335, -4.99805, 2.71837)  -0.73
C (1.58205, -6.10927, 1.94732)  0.22
N (1.15959, -7.00533, 1.34991)  -0.54
H (1.87289, -5.13769, 3.76693)  0.31
H (3.19586, -4.95475, 2.60461)  0.39
H (1.67153, -4.06208, 2.38070)  0.34
C (4.42481, -3.12276, 7.55188)  -0.86
C (4.39078, -3.75840, 6.24518)  0.45
N (4.37259, -4.20119, 5.18218)  -0.42
H (4.97784, -3.74495, 8.25271)  0.32
H (4.90470, -2.14966, 7.46866)  0.27
H (3.40852, -2.98006, 7.91315)  0.26
C (-2.02778, -5.73471, 4.57183)  -0.83
C (-0.93374, -4.78292, 4.68413)  0.39
N (-0.07117, -4.02465, 4.77199)  -0.37
H (-1.91724, -6.51229, 5.32478)  0.27
H (-2.97564, -5.22210, 4.72263)  0.29
H (-2.01691, -6.19054, 3.58349)  0.26

Values from the calculation:
Highest occupied orbital energy in hartree: -0.173
HOMO-LUMO gap in Ha: 0.2178
Net charge: -1
E_LUMO in Ha: 0.045

---

No. 3
C2H8N2O2 | ωB97M-V/def2-TZVPD

Last column: natural (NBO) charge in e.
CARTESIAN COORDINATES (ANGSTROEM)
N (-1.38873, 1.65188, 1.03263)  -0.83
C (-0.03525, 1.14774, 1.21952)  -0.07
N (0.27228, 0.16165, 0.16536)  -0.62
C (1.21783, -0.81055, 0.40647)  0.52
O (1.72437, -1.06909, 1.47333)  -0.61
H (-2.03721, 1.17228, 1.61552)  0.36
H (-1.40159, 2.61996, 1.29974)  0.36
H (0.70613, 1.93633, 1.14388)  0.18
H (0.06554, 0.59158, 2.14033)  0.20
H (0.42925, 0.51249, -0.76774)  0.39
H (1.35959, -1.43564, -0.49037)  0.12
O (-0.16886, -1.80647, -3.06499)  -0.95
H (-1.01922, -2.10736, -2.72537)  0.48
H (0.27588, -2.56481, -3.44832)  0.47

Values from the calculation:
SMILES: NCNC=O.O
Energy above the lowest of the compared OMol25 structures with the same formula, charge and spin in kcal per mole: 24.5
Highest occupied orbital energy in hartree: -0.348
HOMO-LUMO gap in Ha: 0.3765
Net charge: 0
E_LUMO in Ha: 0.029

---

No. 4
C5H9Br4Cl3 | ωB97M-V/def2-TZVPD

Last column: natural (NBO) charge in e.
CARTESIAN COORDINATES (ANGSTROEM)
Br (4.81989, 0.30826, 2.31276)  -0.02
C (4.44083, -1.63452, 2.30409)  -0.44
C (4.86436, -2.23394, 0.93443)  -0.40
Br (4.18455, -4.14929, 0.73000)  -0.05
H (3.35398, -1.71343, 2.27878)  0.22
H (4.99407, -2.08688, 3.12712)  0.24
H (5.95015, -2.31890, 0.89047)  0.23
H (4.38485, -1.63615, 0.15930)  0.22
Br (-5.40022, 2.54505, -3.91636)  0.34
C (-4.29594, 2.81394, -2.23393)  -0.42
C (-4.11853, 1.39798, -1.56379)  -0.45
Br (-5.86516, 0.92851, -0.73524)  0.44
H (-4.72130, 3.54295, -1.54420)  0.26
H (-3.39709, 3.28162, -2.63574)  0.27
H (-3.46423, 1.39101, -0.69204)  0.28
H (-3.84170, 0.59467, -2.24655)  0.27
C (-0.43630, -0.28351, 0.63300)  -0.28
Cl (-0.91513, 1.39213, 0.58267)  0.01
Cl (1.37945, -0.25146, 0.81016)  0.01
Cl (-1.05143, -1.18138, -0.73640)  0.03
H (-0.86510, -0.70669, 1.54138)  0.24

Values from the calculation:
Spin multiplicity: 2
Energy above the lowest of the compared OMol25 structures with the same formula, charge and spin in kcal per mole: 13.0
Highest occupied orbital energy (spin up / spin down) in hartree: -0.437 / -0.437
HOMO-LUMO gap (spin up / spin down) in Ha: 0.2763 / 0.0620
Net charge: +1
E_LUMO (spin up / spin down) in Ha: -0.160 / -0.375

---

| no. | molecular weight (g mol⁻¹) |
| --- | --- |
| 1 | 128.18 |
| 2 | 861.08 |
| 3 | 92.10 |
| 4 | 495.10 |